[1]
{"formula": "C8H8", "method": "wB97M-V/def2-TZVPD", "gap_ev": 8.7, "smiles": "C=C1C=CC(=C)C1=C", "lumo_ev": 0.464, "elements": ["C", "C", "C", "C", "C", "C", "C", "C", "H", "H", "H", "H", "H", "H", "H", "H"], "coordinates": [[-2.60, 0.20, 0.16], [-1.36, -0.13, 0.10], [-0.70, -1.47, 0.06], [0.60, -1.48, -0.12], [1.19, -0.18, -0.12], [2.45, -0.06, 0.23], [0.07, 0.62, -0.03], [0.16, 1.93, -0.17], [-3.27, -0.83, 0.38], [-2.97, 1.18, -0.15], [-1.24, -2.49, -0.46], [1.08, -2.66, -0.47], [3.40, -0.60, 0.44], [2.65, 1.05, 0.55], [-0.74, 2.52, 0.02], [1.28, 2.40, -0.42]], "lowdin_charge": [0.02, -0.26, -0.11, -0.11, -0.39, 0.07, -0.26, 0.08, 0.14, 0.06, 0.17, 0.20, 0.09, 0.09, 0.06, 0.14]}

***

[2]
{"formula": "C8H8AsAuO7S2", "method": "wB97M-V/def2-TZVPD", "gap_ev": 6.5, "total_charge": -2, "lumo_ev": 5.251, "elements": ["Au", "O", "As", "O", "O", "C", "C", "C", "C", "C", "C", "S", "O", "O", "O", "H", "H", "H", "H", "H", "S", "C", "C", "O", "H", "H", "H"], "coordinates": [[0.15, -0.90, 0.79], [1.37, 3.54, 0.08], [1.71, 2.12, 1.03], [2.54, 2.56, 2.38], [0.26, 1.26, 1.24], [2.90, 1.03, -0.08], [4.05, 0.66, 0.61], [4.98, -0.19, 0.04], [4.78, -0.68, -1.23], [3.65, -0.30, -1.94], [2.70, 0.55, -1.39], [1.26, 0.93, -2.40], [1.10, 2.38, -2.30], [1.61, 0.49, -3.74], [0.18, 0.18, -1.78], [1.11, 3.23, -0.82], [4.18, 1.05, 1.62], [5.86, -0.49, 0.61], [5.49, -1.37, -1.68], [3.47, -0.67, -2.95], [0.83, -2.99, 0.66], [-2.45, -0.54, -0.14], [-1.76, -1.32, 0.96], [-2.30, -1.98, 1.79], [-3.51, -0.78, -0.13], [-1.98, -0.76, -1.10], [-2.29, 0.53, 0.04]], "lowdin_charge": [0.65, -0.28, 0.84, -0.52, -0.61, -0.25, -0.11, -0.10, -0.10, -0.07, -0.26, 0.43, -0.37, -0.36, -0.39, -0.02, 0.08, 0.09, 0.09, 0.10, -0.35, -0.09, -0.60, 0.01, 0.07, 0.06, 0.07]}

***

[3]
{"formula": "C8H8BCoF4N2OS3", "method": "wB97M-V/def2-TZVPD", "gap_ev": [8.1, 6.8], "spin_multiplicity": 5, "s_squared": 6.027, "lumo_ev": [-1.256, -3.541], "elements": ["Co", "S", "C", "C", "N", "C", "S", "C", "N", "F", "B", "F", "F", "F", "O", "S", "C", "C", "C", "C", "H", "H", "H", "H", "H", "H", "H", "H"], "coordinates": [[-0.06, 0.77, -1.24], [0.13, 1.85, -3.25], [1.50, 2.76, -2.82], [1.75, 3.94, -3.59], [1.92, 4.89, -4.21], [2.40, 2.41, -1.80], [2.24, 1.02, -0.83], [3.57, 3.19, -1.61], [4.53, 3.81, -1.43], [-0.81, 2.15, -0.02], [-1.82, 2.33, 1.15], [-1.89, 3.66, 1.39], [-1.26, 1.60, 2.19], [-2.98, 1.74, 0.69], [-1.00, -0.82, -0.74], [-1.60, -1.24, 0.62], [-0.15, -1.43, 1.71], [0.37, -2.85, 1.52], [-0.87, -3.73, 1.42], [-1.76, -3.05, 0.39], [-0.50, -1.24, 2.72], [0.55, -0.65, 1.45], [1.02, -3.14, 2.34], [0.95, -2.91, 0.59], [-1.37, -3.76, 2.39], [-0.62, -4.75, 1.13], [-2.81, -3.32, 0.48], [-1.43, -3.23, -0.63]], "lowdin_spin": [2.76, 0.37, 0.13, 0.01, 0.04, 0.14, 0.36, 0.01, 0.04, 0.06, 0.00, 0.00, 0.00, 0.00, 0.06, 0.01, 0.00, 0.00, 0.00, 0.00, 0.00, 0.00, 0.00, 0.00, 0.00, 0.00, 0.00, 0.00]}

***

[4]
{"formula": "C8H8BrNO2", "method": "wB97M-V/def2-TZVPD", "gap_ev": [7.8, 6.5], "lumo_ev": [0.181, -0.923], "elements": ["C", "C", "C", "C", "C", "C", "C", "C", "N", "O", "O", "Br", "H", "H", "H", "H", "H", "H", "H", "H"], "coordinates": [[-1.22, -2.81, -0.52], [0.01, -2.75, -1.22], [-1.31, -2.09, 0.62], [1.07, -2.03, -0.74], [-0.27, -1.32, 1.12], [0.99, -1.37, 0.49], [0.62, 1.42, 0.41], [0.79, 3.70, -0.40], [2.00, -0.74, 1.13], [-0.46, 0.93, 0.52], [1.35, 2.41, 0.13], [3.59, -0.43, 0.33], [-2.00, -3.33, -0.91], [0.30, -3.15, -2.16], [-2.30, -1.97, 1.07], [1.93, -2.01, -1.41], [-0.39, -0.83, 2.07], [0.87, 4.43, 0.39], [-0.18, 3.45, -0.73], [1.33, 3.99, -1.20]], "lowdin_charge": [-0.08, -0.08, -0.09, -0.08, -0.07, -0.47, -0.30, 0.06, -0.42, 0.13, 0.01, 0.68, 0.07, 0.09, 0.12, 0.08, 0.12, 0.11, 0.08, 0.05]}

***

[5]
{"formula": "C8H8ClIN2O", "method": "wB97M-V/def2-TZVPD", "gap_ev": [6.6, 6.5], "spin_multiplicity": 3, "s_squared": 2.011, "lumo_ev": [0.007, -2.851], "elements": ["C", "C", "C", "C", "C", "C", "C", "C", "N", "N", "O", "Cl", "I", "H", "H", "H", "H", "H", "H", "H", "H"], "coordinates": [[1.07, 2.75, 2.96], [-0.02, -0.24, -1.98], [-1.20, -0.32, -1.18], [1.11, 0.01, -1.35], [-1.37, 0.07, 0.07], [1.10, 0.20, 0.17], [-0.17, 0.80, 0.70], [-0.32, 0.84, 2.27], [1.21, 3.86, 3.19], [0.89, 1.43, 2.82], [1.28, -1.07, 0.71], [-0.15, 2.49, 0.04], [2.45, 0.27, 3.31], [-0.13, -0.41, -2.99], [-1.95, -0.93, -1.71], [2.02, 0.12, -1.84], [-2.28, -0.18, 0.66], [2.01, 0.82, 0.38], [-1.10, 1.68, 2.51], [-0.64, -0.07, 2.64], [0.97, -1.89, 0.26]], "lowdin_spin": [0.05, 0.00, 0.00, 0.00, 0.00, 0.01, 0.02, 0.04, 0.13, 0.54, 0.02, 0.00, 1.17, 0.00, 0.00, 0.00, 0.00, 0.01, 0.01, 0.01, 0.00]}

***

[6]
{"formula": "C8H8ClNO3S2", "method": "wB97M-V/def2-TZVPD", "gap_ev": 8.1, "lumo_ev": -1.043, "elements": ["C", "C", "C", "C", "C", "C", "C", "C", "N", "O", "O", "O", "S", "S", "Cl", "H", "H", "H", "H", "H", "H", "H", "H"], "coordinates": [[2.77, -1.17, -1.65], [2.10, -0.76, -0.48], [2.03, -0.79, -2.81], [0.90, -0.06, -0.72], [-0.72, 2.47, 0.42], [0.02, 0.35, 0.29], [-1.26, 1.09, 0.13], [-2.34, 0.52, 1.14], [0.58, 2.24, 0.80], [-1.21, 3.53, 0.20], [1.33, 2.57, -1.52], [2.91, 1.82, 0.16], [0.69, 0.12, -2.42], [1.80, 2.66, -0.18], [2.27, 4.50, 0.28], [3.62, -1.99, -1.65], [2.48, -1.05, 0.49], [2.36, -0.91, -3.80], [0.18, -0.14, 1.19], [-1.61, 1.11, -0.86], [-2.24, -0.57, 1.00], [-3.26, 1.07, 1.03], [-2.06, 0.63, 2.10]], "lowdin_charge": [-0.14, -0.12, -0.37, -0.53, -0.54, -0.04, -0.23, 0.01, -0.07, 0.13, -0.38, -0.33, 1.12, 0.20, 0.47, 0.15, 0.13, 0.06, 0.13, 0.13, 0.09, 0.09, 0.04]}

***

[7]
{"formula": "C8H8F14InN3O14S7", "method": "wB97M-V/def2-TZVPD", "gap_ev": 1.7, "lumo_ev": -8.581, "elements": ["In", "C", "F", "F", "F", "S", "O", "O", "N", "S", "O", "O", "C", "F", "F", "F", "C", "F", "F", "F", "S", "O", "O", "N", "S", "O", "O", "C", "F", "F", "F", "N", "S", "O", "O", "F", "S", "O", "O", "F", "C", "C", "C", "S", "O", "O", "C", "H", "H", "H", "H", "H", "H", "H", "H"], "coordinates": [[20.75, -10.14, 20.46], [20.79, -5.57, 16.16], [20.83, -6.75, 15.54], [21.28, -4.55, 15.41], [19.52, -5.33, 16.28], [21.64, -5.73, 17.81], [22.59, -4.62, 17.99], [20.68, -5.86, 18.86], [22.41, -7.29, 17.64], [23.77, -7.14, 16.85], [23.73, -6.11, 15.82], [25.06, -7.25, 17.56], [23.64, -8.77, 15.74], [23.66, -9.84, 16.42], [22.65, -8.73, 14.94], [24.77, -8.78, 15.06], [16.02, -11.85, 16.54], [15.19, -11.81, 17.53], [16.72, -12.96, 16.70], [15.44, -11.89, 15.30], [17.20, -10.38, 16.78], [18.55, -11.00, 16.57], [16.94, -9.33, 15.89], [16.97, -10.01, 18.44], [15.65, -9.05, 18.45], [16.11, -7.71, 18.84], [14.72, -9.05, 17.33], [14.75, -9.78, 19.96], [15.42, -10.74, 20.67], [14.62, -8.79, 20.86], [13.52, -10.17, 19.53], [24.31, -12.18, 21.40], [24.96, -12.37, 22.77], [26.35, -11.93, 23.03], [24.34, -13.51, 23.50], [24.15, -11.09, 23.32], [25.32, -13.22, 20.64], [25.62, -14.48, 21.25], [26.46, -12.60, 19.94], [24.31, -13.52, 19.41], [26.91, -5.32, 23.84], [26.60, -6.56, 24.71], [25.08, -6.59, 25.19], [24.12, -5.90, 23.78], [23.40, -4.73, 24.25], [23.54, -6.90, 22.85], [25.62, -5.21, 22.95], [27.82, -5.49, 23.27], [27.04, -4.49, 24.54], [27.24, -6.34, 25.57], [26.91, -7.45, 24.16], [24.99, -5.82, 25.95], [24.57, -7.51, 25.49], [25.43, -4.15, 22.76], [25.74, -5.72, 22.00]], "lowdin_charge": [0.95, -0.67, 0.13, 0.15, 0.19, 0.71, -0.25, -0.25, -0.20, 0.66, -0.22, -0.21, -0.74, 0.23, 0.24, 0.17, -0.65, 0.15, 0.16, 0.14, 0.67, -0.32, -0.25, -0.23, 0.64, -0.23, -0.26, -0.58, 0.11, 0.12, 0.13, -0.22, 0.51, -0.23, -0.24, -0.22, 0.55, -0.22, -0.24, -0.20, -0.20, -0.20, -0.18, 0.71, -0.35, -0.37, -0.21, 0.11, 0.11, 0.10, 0.11, 0.09, 0.09, 0.09, 0.09]}

***

[8]
{"formula": "C8H8F3N", "method": "wB97M-V/def2-TZVPD", "gap_ev": 10.5, "smiles": "N[C@@](F)(c1ccccc1)C(F)F", "lumo_ev": 0.853, "elements": ["N", "C", "F", "C", "C", "C", "C", "C", "C", "C", "F", "F", "H", "H", "H", "H", "H", "H", "H", "H"], "coordinates": [[1.46, -1.83, -0.34], [1.39, -0.32, -0.32], [1.98, 0.14, -1.56], [-0.08, 0.01, -0.27], [-0.97, -0.90, 0.30], [-2.24, -0.40, 0.66], [-2.70, 0.78, 0.10], [-1.82, 1.63, -0.48], [-0.50, 1.26, -0.61], [2.31, 0.20, 0.81], [2.23, 1.58, 0.74], [3.56, -0.15, 0.58], [2.32, -2.27, -0.55], [0.75, -2.32, -0.85], [-0.55, -1.84, 0.58], [-3.02, -0.93, 1.13], [-3.71, 1.07, 0.24], [-2.31, 2.48, -0.77], [0.03, 2.05, -1.10], [1.88, -0.25, 1.70]], "lowdin_charge": [0.10, -0.35, 0.00, -0.17, -0.01, -0.05, -0.09, -0.08, -0.02, -0.32, 0.06, 0.12, 0.07, 0.08, 0.10, 0.09, 0.10, 0.08, 0.12, 0.16]}

***

[9]
{"formula": "C8H8F5NSi", "method": "wB97M-V/def2-TZVPD", "gap_ev": 7.6, "smiles": "C/[Si](F)=N\\C1=CC=C[C@H](C(F)(F)F)[C@@H]1F", "lumo_ev": -0.139, "elements": ["C", "Si", "F", "N", "C", "C", "C", "C", "C", "C", "F", "F", "F", "C", "F", "H", "H", "H", "H", "H", "H", "H", "H"], "coordinates": [[-2.91, -2.28, 0.47], [-2.76, -0.42, -0.02], [-4.10, 0.16, -0.62], [-1.80, 0.81, -0.34], [-0.51, 1.11, -0.07], [0.05, 2.16, -0.64], [1.54, 2.29, -0.52], [2.37, 1.47, 0.05], [1.77, 0.07, 0.47], [1.87, -0.99, -0.68], [3.19, -1.40, -0.77], [1.38, -0.56, -1.83], [1.12, -2.05, -0.36], [0.37, 0.26, 0.92], [-0.24, -0.90, 1.32], [-2.89, -2.91, -0.40], [-2.09, -2.72, 1.12], [-3.97, -2.47, 0.84], [-0.53, 2.85, -1.22], [2.04, 3.16, -1.00], [3.34, 1.81, 0.39], [2.36, -0.43, 1.21], [0.40, 1.00, 1.68]], "lowdin_charge": [-0.17, 0.65, -0.14, -0.03, -0.36, -0.03, -0.10, -0.04, -0.12, -0.56, 0.10, 0.17, 0.14, -0.24, -0.01, 0.01, 0.05, 0.05, 0.10, 0.11, 0.11, 0.14, 0.15]}

***

[10]
{"formula": "C8H8I2NO8", "method": "wB97M-V/def2-TZVPD", "gap_ev": 5.5, "total_charge": -1, "lumo_ev": 1.146, "elements": ["C", "C", "I", "C", "I", "C", "C", "C", "O", "O", "C", "O", "O", "C", "O", "H", "H", "H", "H", "H", "H", "H", "H", "N", "O", "O", "O"], "coordinates": [[-0.78, -2.24, 1.54], [0.68, -1.68, 1.12], [1.98, -3.48, 1.09], [0.65, -1.05, -0.39], [-0.84, -1.87, -1.68], [0.91, 0.53, -0.40], [0.58, 1.57, 0.51], [-0.36, 1.42, 1.76], [-0.03, 2.20, 2.95], [0.35, 1.23, 3.86], [1.51, 2.82, 0.05], [2.22, 3.45, 0.85], [1.77, 2.64, -1.32], [1.51, 1.30, -1.66], [1.20, 0.98, -2.83], [-0.78, -2.24, 2.70], [-1.59, -1.46, 1.26], [-0.99, -3.25, 1.09], [1.12, -0.95, 1.89], [1.67, -1.45, -0.79], [-0.74, 0.37, 1.97], [-1.33, 1.93, 1.36], [-0.47, 0.80, 4.19], [-2.06, -0.39, -4.79], [-1.55, -1.45, -5.21], [-2.90, -0.43, -3.86], [-1.74, 0.70, -5.29]], "lowdin_charge": [-0.29, -0.76, 0.74, -0.75, 1.04, -0.07, 0.01, -0.12, -0.14, -0.06, -0.28, 0.12, 0.09, -0.30, 0.13, 0.08, 0.06, 0.03, 0.08, 0.05, 0.11, 0.16, 0.11, -0.67, -0.12, -0.17, -0.08]}

***

[11]
{"formula": "C8H8INP", "method": "wB97M-V/def2-TZVPD", "gap_ev": [5.7, 5.7], "total_charge": 1, "lumo_ev": [-5.032, -5.032], "elements": ["C", "C", "C", "C", "C", "C", "C", "C", "N", "P", "I", "H", "H", "H", "H", "H", "H", "H", "H"], "coordinates": [[0.18, -0.71, 1.22], [-0.90, 2.65, 0.03], [-0.90, 2.44, -1.36], [-0.51, 1.62, 0.89], [-0.48, 1.21, -1.93], [-0.09, 0.37, 0.36], [-0.11, 0.21, -1.07], [0.52, -2.34, 3.14], [0.55, -1.42, 2.10], [1.85, -1.56, -3.96], [0.60, -1.71, -1.89], [-1.27, 3.48, 0.42], [-1.08, 3.16, -2.15], [-0.80, 1.59, 1.88], [-0.25, 1.04, -2.97], [0.49, -1.79, 4.00], [-0.30, -3.11, 3.02], [1.42, -3.06, 3.23], [1.06, -2.06, -4.97]], "lowdin_charge": [0.07, -0.01, 0.02, 0.03, -0.11, -0.23, -0.48, -0.03, 0.16, 0.18, 0.93, 0.07, 0.12, 0.10, 0.09, 0.07, 0.14, 0.15, -0.29]}

***

[12]
{"formula": "C8H8N2NdO4", "method": "wB97M-V/def2-TZVPD", "gap_ev": [6.1, 6.3], "spin_multiplicity": 4, "s_squared": 3.754, "total_charge": 3, "lumo_ev": [-14.073, -13.939], "elements": ["Nd", "C", "O", "C", "O", "C", "O", "C", "O", "H", "H", "C", "N", "C", "C", "N", "C", "H", "H", "H", "H", "H", "H"], "coordinates": [[-0.12, 0.82, 0.20], [0.04, 2.92, -0.94], [0.04, 3.97, -1.43], [0.01, -0.42, -2.40], [0.03, -0.87, -3.45], [-2.56, 0.30, -0.12], [-3.71, 0.17, -0.16], [2.45, 0.30, -0.11], [3.59, 0.16, -0.16], [-0.04, -4.00, 1.31], [-0.04, -3.71, 0.53], [0.08, 2.78, 5.33], [0.19, 1.66, 4.37], [0.45, 0.35, 4.71], [0.48, -0.38, 3.60], [0.28, 0.48, 2.48], [0.09, 1.67, 3.04], [-0.75, 2.56, 6.05], [1.04, 2.87, 5.90], [-0.12, 3.70, 4.73], [0.58, 0.10, 5.79], [0.65, -1.45, 3.45], [-0.10, 2.55, 2.50]], "lowdin_spin": [3.03, -0.01, 0.00, 0.00, 0.00, 0.00, 0.00, 0.00, 0.00, 0.00, 0.00, 0.00, 0.00, 0.00, 0.00, -0.01, 0.00, 0.00, 0.00, 0.00, 0.00, 0.00, 0.00]}

***

Values for strongest force on any atom, eV Å⁻¹, ordered as above
8.10, 1.64, 0.76, 3.35, 6.06, 3.59, 8.87, 4.69, 3.63, 5.68, 4.97, 9.25